No. 1
DFT (ωB97M-V with the def2-TZVPD basis set) results for 10 unconnected molecules or ions with the total composition C34H96N12O10 at a distorted geometry.

Last column: Mulliken charge in e.
Atoms and positions in Å:
C: 18.663 18.972 2.453  -0.756
O: 18.314 20.328 2.399  -0.308
C: 17.291 20.766 1.568  -0.119
C: 16.274 21.597 2.365  0.383
C: 15.154 22.031 1.446  -1.185
N: 16.969 22.678 3.050  -0.648
H: 18.765 18.516 1.459  0.199
H: 17.896 18.324 2.891  0.384
H: 19.641 18.832 2.903  0.268
H: 17.584 21.441 0.744  -0.219
H: 16.804 19.932 1.043  0.440
H: 15.820 20.880 3.062  0.357
H: 14.336 22.533 1.953  0.280
H: 14.797 21.226 0.797  0.359
H: 15.612 22.628 0.642  0.058
H: 17.929 22.424 3.257  0.342
H: 17.069 23.428 2.370  0.195
C: 23.332 21.567 -4.939  -0.860
O: 24.063 21.314 -3.739  -0.244
C: 24.699 20.048 -3.844  -1.206
C: 23.795 18.819 -4.051  0.709
C: 22.800 18.492 -2.956  -0.726
N: 24.640 17.651 -4.359  -0.813
H: 23.884 21.272 -5.836  0.443
H: 23.218 22.646 -5.044  0.221
H: 22.369 21.061 -4.890  0.211
H: 25.329 20.059 -4.742  0.626
H: 25.392 19.856 -3.024  0.301
H: 23.257 19.030 -4.986  0.297
H: 22.302 17.550 -3.187  0.479
H: 22.081 19.312 -2.895  -0.144
H: 23.276 18.390 -1.981  0.117
H: 24.100 16.896 -4.779  0.290
H: 25.160 17.907 -5.204  0.284
C: 17.737 27.418 -4.535  -0.835
O: 17.077 26.199 -4.831  -0.202
C: 17.564 25.605 -6.028  -0.950
C: 16.915 24.248 -6.096  0.760
C: 17.409 23.318 -4.996  -1.362
N: 17.115 23.546 -7.396  -0.803
H: 17.230 27.954 -3.737  0.236
H: 17.619 28.094 -5.395  0.370
H: 18.795 27.200 -4.383  0.291
H: 17.167 26.217 -6.846  0.398
H: 18.656 25.531 -6.040  0.344
H: 15.837 24.431 -6.028  0.282
H: 16.822 22.427 -4.773  0.383
H: 17.598 23.907 -4.095  0.097
H: 18.412 22.924 -5.199  0.448
H: 16.521 23.946 -8.117  0.267
H: 16.714 22.626 -7.244  0.268
C: 19.823 28.905 3.809  -0.776
O: 19.921 27.608 3.317  -0.257
C: 20.038 26.621 4.326  -1.305
C: 20.281 25.234 3.746  1.323
C: 20.317 24.222 4.911  -1.510
N: 21.585 25.144 3.088  -0.667
H: 18.839 29.147 4.235  0.304
H: 20.075 29.651 3.059  0.246
H: 20.492 29.060 4.670  0.310
H: 20.810 26.906 5.052  0.483
H: 19.113 26.604 4.914  0.416
H: 19.440 25.103 3.059  -0.126
H: 20.518 24.721 5.864  0.366
H: 21.101 23.479 4.795  0.448
H: 19.362 23.727 5.102  0.364
H: 21.616 25.910 2.418  0.249
H: 21.689 24.256 2.615  0.160
C: 25.479 20.580 -0.047  -0.443
O: 26.442 19.690 0.453  -0.465
C: 25.782 18.684 1.238  -0.645
C: 26.774 17.651 1.743  0.676
C: 26.089 16.529 2.516  -1.322
N: 27.762 18.275 2.648  -0.845
H: 25.898 21.136 -0.889  0.472
H: 25.109 21.287 0.697  0.280
H: 24.624 20.115 -0.552  -0.080
H: 25.422 19.234 2.114  0.287
H: 25.025 18.189 0.630  0.168
H: 27.254 17.208 0.859  0.308
H: 26.747 16.031 3.226  0.374
H: 25.664 15.770 1.856  0.328
H: 25.249 16.958 3.071  0.290
H: 28.153 19.077 2.147  0.271
H: 28.582 17.670 2.659  0.260
C: 16.385 19.499 -2.337  -0.134
O: 15.420 19.888 -3.318  -0.181
C: 14.280 19.057 -3.416  -0.779
C: 13.430 19.079 -2.143  0.586
C: 12.144 18.288 -2.332  -1.472
N: 13.119 20.473 -1.811  -0.472
H: 16.088 19.270 -1.315  0.162
H: 17.268 20.135 -2.326  -0.261
H: 16.783 18.579 -2.792  0.384
H: 13.743 19.485 -4.269  0.242
H: 14.514 18.043 -3.773  0.381
H: 14.007 18.610 -1.342  0.106
H: 11.651 17.918 -1.438  0.326
H: 12.365 17.399 -2.935  0.362
H: 11.474 18.872 -2.969  0.365
H: 13.968 20.991 -2.045  0.056
H: 12.475 20.879 -2.487  0.344
C: 18.415 24.736 -0.362  -0.394
O: 19.294 24.224 -1.337  -0.135
C: 20.443 23.576 -0.806  -0.688
C: 21.082 22.830 -1.955  0.480
C: 20.114 21.842 -2.613  -0.387
N: 22.232 22.038 -1.444  0.497
H: 18.849 25.550 0.214  0.454
H: 17.999 23.916 0.235  -0.013
H: 17.510 24.983 -0.928  -0.352
H: 21.105 24.373 -0.446  0.313
H: 20.206 22.819 -0.048  0.212
H: 21.556 23.474 -2.705  0.388
H: 20.434 21.447 -3.578  0.296
H: 19.214 22.408 -2.869  -0.147
H: 19.836 21.019 -1.953  -0.251
H: 22.686 21.581 -2.237  -0.491
H: 22.898 22.661 -0.984  -0.073
C: 14.823 24.553 -1.743  0.021
O: 14.388 24.893 -0.454  -0.247
C: 13.013 24.549 -0.261  -0.579
C: 12.538 25.133 1.079  0.488
C: 11.135 24.670 1.323  -1.489
N: 12.632 26.593 1.071  -0.777
H: 14.536 23.536 -2.044  0.092
H: 15.915 24.568 -1.762  -0.277
H: 14.475 25.228 -2.533  0.486
H: 12.390 24.910 -1.087  0.506
H: 12.949 23.456 -0.192  0.177
H: 13.279 24.780 1.803  0.200
H: 10.904 23.606 1.234  0.375
H: 10.378 25.248 0.796  0.371
H: 11.005 24.742 2.412  0.370
H: 13.571 26.792 0.732  0.297
H: 11.994 26.957 0.368  0.298
N: 24.327 25.815 -0.315  -0.459
C: 24.426 24.499 0.033  0.584
N: 24.152 24.239 1.334  -0.208
O: 24.626 23.590 -0.778  -0.617
H: 24.561 26.063 -1.258  0.225
H: 24.119 26.497 0.387  0.137
H: 24.285 24.974 2.009  0.237
H: 24.216 23.308 1.704  0.123
N: 22.303 20.519 0.895  0.316
C: 22.027 19.204 1.123  0.359
N: 21.192 18.690 0.174  -0.112
O: 22.424 18.557 2.094  -0.747
H: 22.977 20.911 1.524  0.030
H: 22.045 20.930 -0.030  -0.013
H: 20.864 17.746 0.119  0.272
H: 20.992 19.225 -0.653  -0.109

**Kohn-Sham gap**: 9.3 eV
**LUMO energy**: 0.384 eV
**HOMO energy**: -8.9 eV
**Calculated total energy**: -2762.35970 Ha
**Energy relative to the best compared isomer or geometry (same formula, charge and spin)**: 177.0 kJ/mol



No. 2
DFT (ωB97M-V with the def2-TZVPD basis set) results for 11 unconnected molecules or ions with the total composition C34H96N6O11 at a distorted geometry.

Last column: Mulliken charge in e.
Atoms and positions in Å:
C: 6.227 -0.396 -4.297  -0.916
O: 5.085 0.225 -3.780  -0.195
C: 3.898 -0.081 -4.518  -1.214
C: 2.628 0.315 -3.738  0.473
C: 2.484 -0.309 -2.358  0.077
N: 1.479 -0.064 -4.605  -0.690
H: 7.139 0.127 -4.001  0.243
H: 6.309 -0.263 -5.380  0.384
H: 6.333 -1.436 -3.986  0.334
H: 3.961 0.376 -5.507  0.427
H: 3.926 -1.163 -4.683  0.421
H: 2.604 1.400 -3.614  0.365
H: 3.319 0.007 -1.731  -0.445
H: 2.532 -1.400 -2.356  0.324
H: 1.510 -0.019 -1.972  -0.272
H: 0.619 -0.005 -4.059  -0.062
H: 1.534 -1.078 -4.650  0.387
C: 3.705 4.060 0.396  -0.717
O: 4.780 3.134 0.548  -0.541
C: 4.525 1.829 0.132  0.009
C: 5.677 0.945 0.606  0.498
C: 5.662 -0.415 -0.073  -1.217
N: 5.692 0.688 2.063  -0.605
H: 3.521 4.201 -0.674  0.351
H: 3.978 5.064 0.715  0.354
H: 2.739 3.762 0.808  0.192
H: 3.597 1.508 0.618  -0.175
H: 4.400 1.889 -0.953  0.457
H: 6.638 1.419 0.390  0.357
H: 6.590 -0.938 0.163  0.541
H: 5.622 -0.298 -1.157  0.053
H: 4.828 -1.024 0.275  0.109
H: 6.578 0.331 2.393  0.210
H: 5.595 1.613 2.469  0.217
C: -4.017 2.050 1.189  -0.206
O: -4.158 3.055 0.150  -0.416
C: -4.658 2.468 -1.048  0.436
C: -5.169 3.614 -1.983  0.352
C: -6.566 4.105 -1.567  -1.552
N: -5.233 3.209 -3.382  -0.645
H: -3.435 1.226 0.773  0.001
H: -5.019 1.696 1.440  0.337
H: -3.570 2.570 2.034  0.127
H: -3.927 1.911 -1.640  -0.759
H: -5.439 1.723 -0.864  0.535
H: -4.519 4.485 -1.904  0.211
H: -6.621 4.456 -0.536  0.332
H: -7.394 3.429 -1.778  0.358
H: -6.703 5.028 -2.133  0.402
H: -5.807 2.379 -3.485  0.297
H: -4.350 2.897 -3.774  0.321
C: 0.941 -6.993 0.756  -0.708
O: 2.192 -6.612 1.299  -0.434
C: 2.104 -5.404 2.052  -1.025
C: 1.668 -4.161 1.268  1.546
C: 2.684 -3.653 0.265  -1.608
N: 1.361 -3.022 2.124  0.114
H: 0.808 -6.540 -0.229  0.242
H: 0.073 -6.764 1.379  0.269
H: 0.909 -8.074 0.618  0.312
H: 1.428 -5.618 2.887  0.492
H: 3.066 -5.258 2.547  0.355
H: 0.751 -4.335 0.700  -0.391
H: 2.999 -4.522 -0.317  0.562
H: 3.596 -3.322 0.769  0.321
H: 2.361 -2.791 -0.316  0.111
H: 2.240 -2.581 2.374  -0.096
H: 0.978 -3.313 3.017  0.005
C: -4.881 -2.470 0.570  -1.051
O: -3.667 -1.749 0.512  -0.072
C: -3.171 -1.590 -0.803  0.550
C: -2.739 -2.920 -1.466  0.446
C: -1.525 -3.595 -0.812  -1.089
N: -2.550 -2.846 -2.941  -0.707
H: -5.674 -2.049 -0.054  0.352
H: -5.257 -2.415 1.592  0.314
H: -4.741 -3.523 0.322  0.355
H: -3.902 -1.048 -1.409  0.680
H: -2.287 -0.977 -0.622  -1.163
H: -3.528 -3.670 -1.374  0.469
H: -0.693 -2.889 -0.752  0.027
H: -1.151 -4.412 -1.430  0.479
H: -1.703 -3.902 0.218  0.084
H: -3.414 -2.538 -3.369  0.218
H: -2.318 -3.770 -3.278  0.243
C: -3.865 1.532 -6.097  -0.966
O: -3.134 1.716 -4.911  -0.300
C: -2.285 0.662 -4.560  -1.111
C: -1.581 0.892 -3.204  2.657
C: -0.579 2.056 -3.119  -1.484
N: -0.916 -0.372 -2.872  0.103
H: -4.499 2.365 -6.395  0.285
H: -4.498 0.657 -5.924  0.375
H: -3.158 1.359 -6.912  0.314
H: -2.834 -0.276 -4.426  0.582
H: -1.553 0.522 -5.360  0.421
H: -2.299 0.969 -2.383  -1.157
H: 0.046 1.998 -4.010  0.474
H: 0.089 2.145 -2.263  -0.213
H: -1.197 2.956 -3.127  0.630
H: -0.662 -0.427 -1.895  -0.890
H: -1.587 -1.110 -3.078  0.016
C: 2.000 -0.700 4.943  -0.609
C: 3.171 -0.115 4.159  -0.213
O: 3.775 -1.148 3.414  -0.568
H: 2.365 -1.463 5.629  0.390
H: 1.285 -1.070 4.208  -0.279
H: 1.507 0.078 5.527  0.216
H: 3.903 0.289 4.865  0.484
H: 2.804 0.760 3.615  0.111
H: 4.466 -0.655 2.943  0.409
C: -0.608 0.238 1.989  1.553
C: 0.522 0.387 0.976  0.429
O: 0.422 -0.735 0.083  1.400
H: -1.526 0.020 1.446  -0.832
H: -0.739 1.166 2.549  0.134
H: -0.262 -0.514 2.698  -1.007
H: 1.531 0.424 1.390  -0.194
H: 0.390 1.266 0.342  -0.156
H: 0.714 -1.509 0.577  -1.114
C: -1.390 4.822 -0.722  -0.757
C: 0.039 4.493 -0.263  0.096
O: 0.738 5.664 0.048  -0.584
H: -1.930 5.085 0.190  0.434
H: -1.967 4.011 -1.163  -0.178
H: -1.349 5.671 -1.405  0.342
H: 0.523 3.972 -1.089  0.199
H: -0.049 3.861 0.624  0.147
H: 0.333 6.067 0.821  0.348
C: -1.598 2.349 5.221  -0.356
C: -0.835 2.936 6.426  -0.537
O: 0.198 2.062 6.908  -0.476
H: -0.936 1.716 4.635  -0.108
H: -1.984 3.171 4.616  0.284
H: -2.502 1.824 5.532  0.325
H: -1.440 3.178 7.301  0.269
H: -0.372 3.884 6.144  0.346
H: 0.992 2.587 7.030  0.284
C: -1.932 -3.066 3.179  -0.298
C: -1.543 -2.802 4.623  -0.367
O: -0.332 -3.444 4.955  -0.553
H: -1.205 -2.620 2.503  -0.341
H: -2.928 -2.683 2.958  0.273
H: -1.996 -4.154 3.112  0.361
H: -2.334 -3.024 5.342  0.468
H: -1.349 -1.729 4.730  0.136
H: -0.143 -3.174 5.858  0.290

**Kohn-Sham gap**: 8.8 eV
**LUMO energy**: 0.386 eV
**HOMO energy**: -8.4 eV
**Calculated total energy**: -2508.99251 Ha
**Energy relative to the best compared isomer or geometry (same formula, charge and spin)**: 123.2 kJ/mol



No. 3
DFT (ωB97M-V with the def2-TZVPD basis set) results for 15 unconnected molecules or ions with the total composition C34H96NO15 at a distorted geometry.

Last column: Mulliken charge in e.
Atoms and positions in Å:
C: -5.256 1.086 18.330  -2.223
C: -4.275 0.030 18.935  2.491
C: -4.192 0.273 20.474  -1.347
C: -3.624 -0.812 21.362  -0.834
C: -4.410 -2.087 21.029  -1.345
C: -4.313 -2.493 19.526  1.856
N: -4.740 -1.378 18.647  0.859
O: -4.995 -1.768 17.258  -0.385
C: -5.316 -3.612 19.431  -0.802
C: -2.855 -3.010 19.293  -1.189
C: -2.946 0.379 18.314  -0.955
H: -6.270 1.032 18.728  0.310
H: -5.193 0.969 17.249  0.091
H: -4.941 2.075 18.667  0.370
H: -5.205 0.459 20.835  0.359
H: -3.616 1.167 20.718  0.049
H: -3.724 -0.444 22.384  0.496
H: -2.557 -0.981 21.217  0.320
H: -5.439 -1.940 21.361  0.436
H: -4.019 -2.885 21.662  0.190
H: -6.298 -3.200 19.196  0.519
H: -5.466 -4.087 20.402  -0.012
H: -5.169 -4.443 18.740  -0.179
H: -2.803 -3.213 18.223  -0.401
H: -2.618 -3.919 19.847  0.141
H: -2.109 -2.231 19.452  0.378
H: -2.480 1.223 18.829  -0.155
H: -2.860 0.868 17.343  0.366
H: -2.190 -0.405 18.360  0.032
C: -2.404 -7.404 20.541  -1.248
C: -3.761 -6.958 21.122  0.753
O: -3.547 -6.550 22.470  -0.642
H: -1.945 -8.182 21.151  0.403
H: -1.670 -6.614 20.385  0.323
H: -2.593 -8.014 19.657  0.159
H: -4.385 -7.836 21.293  0.353
H: -4.265 -6.255 20.458  -0.341
H: -4.161 -5.835 22.653  0.270
C: -8.887 -5.246 19.731  -0.534
C: -10.202 -4.445 19.520  -0.451
O: -11.193 -5.369 18.954  -0.523
H: -8.205 -4.756 20.426  -0.027
H: -8.300 -5.436 18.833  0.290
H: -9.044 -6.212 20.211  0.363
H: -10.124 -3.523 18.944  0.315
H: -10.657 -4.189 20.477  0.286
H: -12.037 -5.128 19.343  0.284
C: -5.375 3.961 15.814  -1.302
C: -6.803 3.432 15.927  0.086
O: -7.058 2.499 14.914  -0.579
H: -5.036 4.662 16.578  0.316
H: -5.360 4.625 14.947  0.475
H: -4.512 3.339 15.575  0.326
H: -7.408 4.340 15.934  0.385
H: -6.996 3.058 16.934  -0.046
H: -7.950 2.145 14.898  0.314
C: -3.694 -2.301 25.926  -0.909
C: -2.170 -2.341 25.766  -0.239
O: -1.914 -1.636 24.602  -0.498
H: -3.994 -2.420 26.968  0.405
H: -4.112 -3.232 25.539  0.231
H: -4.243 -1.433 25.563  0.199
H: -1.775 -3.355 25.688  0.246
H: -1.738 -1.869 26.648  0.299
H: -2.430 -2.102 23.938  0.255
C: -1.318 -2.205 15.860  -0.740
C: -1.196 -2.553 14.423  -0.109
O: 0.178 -2.745 14.079  -0.559
H: -0.744 -2.876 16.503  0.353
H: -2.287 -2.248 16.358  0.047
H: -0.941 -1.199 16.045  0.384
H: -1.625 -1.723 13.860  0.235
H: -1.732 -3.465 14.160  0.227
H: 0.741 -2.778 14.856  0.306
O: -7.820 -0.886 17.361  -0.777
H: -6.874 -1.037 17.455  0.204
H: -8.068 -0.408 18.153  0.333
O: -6.451 -0.238 14.933  -0.610
H: -5.605 -0.426 15.344  0.128
H: -6.418 0.696 14.722  0.435
O: -4.214 -4.270 16.110  -0.748
H: -4.418 -3.491 16.640  0.256
H: -3.558 -4.743 16.624  0.370
O: -7.019 -3.462 15.770  -0.644
H: -6.085 -3.342 15.952  0.243
H: -7.199 -4.367 16.027  0.273
C: 0.009 4.499 19.274  -1.499
C: -1.546 4.390 19.443  1.497
C: -2.073 5.240 20.570  -1.161
O: -2.264 4.706 18.246  -0.594
H: 0.726 4.636 20.082  0.350
H: 0.321 5.215 18.513  0.340
H: 0.162 3.568 18.726  0.314
H: -1.726 3.328 19.612  -0.408
H: -3.102 4.906 20.704  0.048
H: -2.075 6.275 20.227  0.352
H: -1.468 5.182 21.475  0.380
H: -2.677 3.878 17.986  0.346
C: -7.190 -5.399 23.191  -0.953
C: -8.261 -6.434 23.587  0.527
C: -7.673 -7.876 23.663  -1.107
O: -8.757 -6.107 24.859  -0.608
H: -6.291 -5.710 23.725  0.203
H: -7.545 -4.385 23.368  0.450
H: -6.800 -5.599 22.192  0.020
H: -9.123 -6.380 22.920  0.298
H: -6.588 -7.781 23.697  0.265
H: -7.985 -8.274 22.697  0.248
H: -8.060 -8.467 24.492  0.348
H: -9.194 -5.252 24.874  0.310
C: -4.519 -10.150 17.934  -1.488
C: -5.526 -9.238 18.603  0.970
C: -5.312 -7.830 18.066  -0.498
O: -6.850 -9.707 18.501  -0.570
H: -4.733 -11.170 18.256  0.391
H: -3.508 -9.802 18.147  0.336
H: -4.699 -10.151 16.859  0.315
H: -5.302 -9.160 19.668  -0.056
H: -5.185 -7.090 18.856  -0.589
H: -6.174 -7.524 17.470  0.463
H: -4.482 -7.724 17.368  0.335
H: -7.217 -9.354 17.686  0.367
C: -7.939 5.508 19.349  -1.244
C: -7.714 5.140 20.851  0.786
C: -6.335 4.750 21.220  -0.951
O: -8.103 6.322 21.459  -0.591
H: -7.203 6.230 18.995  0.336
H: -8.952 5.877 19.185  0.386
H: -7.886 4.636 18.696  0.168
H: -8.425 4.363 21.140  0.104
H: -5.691 5.596 20.976  0.423
H: -5.996 3.886 20.649  -0.063
H: -6.240 4.669 22.304  0.345
H: -7.826 6.339 22.378  0.317
C: -6.866 0.268 23.773  -1.597
C: -7.791 1.500 23.837  0.837
C: -9.134 1.090 24.477  -1.506
O: -7.235 2.629 24.489  -0.548
H: -7.370 -0.516 23.209  0.414
H: -6.676 -0.094 24.784  0.465
H: -5.920 0.520 23.293  0.388
H: -8.093 1.774 22.825  0.138
H: -8.921 0.674 25.463  0.325
H: -9.623 0.261 23.963  0.381
H: -9.898 1.863 24.555  0.372
H: -6.527 2.287 25.040  0.336

**Kohn-Sham gap**: 5.3 eV
**LUMO energy**: 1.748 eV
**Charge**: -1
**HOMO energy**: -3.5 eV
**Calculated total energy**: -2536.17319 Ha
**Energy relative to the best compared isomer or geometry (same formula, charge and spin)**: 0.0 kJ/mol



Question: Which value of energy relative to the best compared isomer or geometry (same formula, charge and spin) does entry 3 give?
Answer: 0.0 kJ/mol



Question: Among the records above, which one has the lowest energy relative to the best compared isomer or geometry (same formula, charge and spin)?
Answer: C34H96NO15



Question: Number 3 is which compound?
Answer: C34H96NO15